No. 1
A cluster of 2 separate species, C3H11N3O in total in a non-equilibrium geometry, computed with ωB97M-V/def2-TZVPD.

Geometry as XYZ:
```
18
C3H11N3O (ωB97M-V/def2-TZVPD)
N 2.00 0.77 -0.83
C 1.10 1.61 -0.51
N -0.25 1.45 -0.92
N 1.18 2.94 -0.16
H 2.94 1.10 -0.62
H -0.91 1.45 -0.15
H -0.41 0.60 -1.43
H 0.14 3.20 -0.47
H 2.08 3.39 -0.25
C 0.25 -1.81 0.24
O -0.95 -1.06 0.31
C -2.01 -1.77 0.91
H 0.11 -2.72 -0.36
H 0.59 -2.10 1.24
H 1.00 -1.18 -0.24
H -2.23 -2.69 0.36
H -2.88 -1.12 0.90
H -1.76 -2.05 1.95
```

For the HOMO energy, the calculation gives -9.13 eV. Its net charge is 0. The calculation puts the energy relative to the best compared isomer or geometry (same formula, charge and spin) at 48.88 kcal/mol. The frontier orbital gap comes out at 10.094 eV. As for the SMILES: N=C(N)N.COC. The total energy is -360.3595 hartree. The value obtained for the lowest unoccupied orbital energy is 0.03529 Ha.

What are the Löwdin partial charges on each atom? They are as follows, in elementary charge units: 0.0989, -0.6216, 0.0598, 0.0740, 0.0407, 0.0871, 0.0788, 0.1472, 0.0874, -0.1197, -0.2794, -0.1270, 0.0865, 0.0877, 0.0435, 0.0857, 0.0847, 0.0859

---

No. 2
A cluster of 2 separate species, C3H11N3O in total in a non-equilibrium geometry, computed with ωB97M-V/def2-TZVPD.

Geometry as XYZ:
```
18
C3H11N3O (ωB97M-V/def2-TZVPD)
C 1.35 0.62 -1.17
C 0.63 -0.32 -0.24
O 0.85 -1.53 -0.23
C -1.06 0.17 0.08
N -1.79 -1.02 0.49
N -1.64 0.60 -1.17
H 1.00 1.64 -1.03
H 1.19 0.31 -2.20
H 2.42 0.56 -0.96
H -1.23 0.97 0.81
H -1.34 -1.84 0.08
H -1.69 -1.15 1.50
H -2.64 0.69 -1.04
H -1.53 -0.15 -1.85
N 1.39 0.17 1.80
H 0.37 0.51 1.63
H 1.45 -0.85 1.92
H 2.28 0.62 1.59
```

For the HOMO energy, the calculation gives -8.91 eV. Its net charge is 0. The calculation puts the energy relative to the best compared isomer or geometry (same formula, charge and spin) at 57.55 kcal/mol. The frontier orbital gap comes out at 9.770 eV. As for the SMILES: CC(=O)C(N)N.N. The total energy is -360.3457 hartree. The value obtained for the lowest unoccupied orbital energy is 0.03176 Ha.

What are the Löwdin partial charges on each atom? They are as follows, in elementary charge units: -0.0466, -0.4502, -0.0180, -0.4105, 0.0232, 0.0197, 0.0781, 0.0880, 0.0798, 0.1217, 0.0680, 0.0683, 0.0761, 0.0760, 0.0501, 0.0706, 0.0515, 0.0542

---

No. 3
A cluster of 2 separate species, C3H11N3O in total, computed with ωB97M-V/def2-TZVPD.

Geometry as XYZ:
```
18
C3H11N3O (ωB97M-V/def2-TZVPD)
H 0.65 2.11 2.35
N -0.16 1.60 1.99
C 0.19 0.50 1.43
N 1.49 0.02 1.34
N -0.79 -0.34 0.97
C -0.67 -1.31 -0.10
C -1.35 -0.88 -1.39
H 1.71 -0.70 0.68
H 2.21 0.72 1.40
H -1.70 0.08 1.08
H -1.14 -2.23 0.23
H 0.37 -1.58 -0.29
H -1.18 0.18 -1.63
H -2.43 -1.03 -1.31
H -0.98 -1.39 -2.27
O 1.54 1.29 -1.73
H 1.16 2.17 -1.71
H 1.09 0.79 -1.04
```

For the HOMO energy, the calculation gives -8.75 eV. Its net charge is 0. The calculation puts the energy relative to the best compared isomer or geometry (same formula, charge and spin) at 15.19 kcal/mol. The frontier orbital gap comes out at 9.490 eV. As for the SMILES: [H]/N=C(\N)NCC.O. The total energy is -360.4132 hartree. The value obtained for the lowest unoccupied orbital energy is 0.02732 Ha.

What are the Löwdin partial charges on each atom? They are as follows, in elementary charge units: 0.0281, 0.0874, -0.6066, 0.1240, 0.0235, -0.2587, -0.0894, 0.0679, 0.0979, 0.1308, 0.1079, 0.0966, 0.0685, 0.0721, 0.0740, -0.0521, 0.0428, -0.0149